Here is a molecular structure, C43H54ClN5O11P2Y at a distorted geometry from the Open Molecules 2025 dataset. Energies are from ωB97M-V/def2-TZVPD.

Output
- lowest unoccupied orbital energy (eV) = -2.6
- frontier orbital gap (eV) = 6.2712
- highest occupied orbital energy (eV) = -8.866
- total charge = +1

Last column: Löwdin charge in e.
Geometry (Å):
Y -0.5635 -0.9788 -0.0327  1.48
C 1.5153 -0.2713 -3.9434  -0.02
C 2.2507 0.0863 -2.6983  -0.29
C 3.2150 1.0981 -2.7797  -0.02
C 3.9611 1.4385 -1.6716  -0.04
C 3.7859 0.7003 -0.5149  -0.02
C 2.8381 -0.3163 -0.5137  -0.23
N 2.0274 -0.5802 -1.5485  0.16
C 2.7834 -1.1985 0.6799  -0.21
C 3.9940 -1.5776 1.2542  0.00
C 3.9789 -2.2818 2.4408  -0.02
C 2.7603 -2.5929 3.0093  0.01
C 1.5901 -2.2405 2.3471  -0.19
N 1.6044 -1.5575 1.1913  0.10
C 0.2735 -2.5072 2.9701  -0.20
C 0.1283 -3.4299 3.9961  -0.01
C -1.1030 -3.5548 4.6185  -0.03
C -2.1275 -2.7167 4.2316  0.00
C -1.9114 -1.8075 3.1980  -0.29
C -2.9828 -0.8277 2.8319  -0.03
N -0.7447 -1.7453 2.5472  0.11
H 1.7533 0.4307 -4.7408  0.09
H 0.4441 -0.2884 -3.7877  0.05
H 1.7942 -1.2678 -4.2841  0.09
H 3.3622 1.6064 -3.7229  0.12
H 4.6930 2.2348 -1.7154  0.12
H 4.3697 0.9077 0.3708  0.12
H 4.9277 -1.3134 0.7791  0.12
H 4.9021 -2.5684 2.9268  0.12
H 2.7263 -3.0840 3.9693  0.11
H 0.9552 -4.0492 4.3051  0.10
H -1.2511 -4.2744 5.4129  0.12
H -3.0898 -2.7482 4.7244  0.13
H -3.8504 -1.3318 2.4072  0.10
H -2.6066 -0.1169 2.1024  0.04
H -3.3064 -0.2945 3.7282  0.09
O 0.5768 -5.3740 -5.2325  0.14
C 0.8590 -4.1809 -4.6981  -0.48
O 1.1571 -3.2527 -5.3901  0.14
C 0.7994 -4.1050 -3.2060  -0.07
C 1.5317 -4.8644 -2.3292  -0.58
Cl 2.5417 -6.1971 -2.6589  0.83
N 1.2639 -4.4413 -1.0705  -0.06
N 0.3775 -3.4174 -1.0904  0.14
C 0.1029 -3.2087 -2.3713  -0.13
C -0.8847 -2.1493 -2.8222  -0.59
O -1.5501 -2.3705 -3.8078  0.12
O -0.8623 -1.0754 -2.1085  -0.20
C 1.7525 -5.0580 0.1150  -0.22
C 0.8565 -5.6017 1.0233  0.00
C 1.3381 -6.3315 2.0983  -0.07
C 2.7031 -6.5116 2.2699  -0.07
C 3.5928 -5.9473 1.3674  -0.07
C 3.1209 -5.2175 0.2892  -0.06
H 0.3104 -6.0192 -4.5675  0.11
H -0.2070 -5.4908 0.8543  0.10
H 0.6407 -6.7853 2.7901  0.11
H 3.0700 -7.1053 3.0975  0.11
H 4.6591 -6.0834 1.4935  0.11
H 3.8109 -4.7939 -0.4291  0.11
C 2.6423 4.9131 1.2839  -0.04
C 1.4737 4.3910 2.0982  -0.44
C 1.7295 4.4790 3.5919  -0.03
O 1.2891 2.9886 1.7747  -0.17
P -0.0082 2.3790 1.1137  0.49
O 0.0417 0.9178 1.3435  -0.32
C -0.0713 2.9019 -0.6280  -0.17
P -1.6565 2.2026 -1.2346  0.49
O -1.9010 0.9285 -0.5273  -0.32
O -1.6535 2.1565 -2.7966  -0.15
C -0.6034 2.2800 -3.7840  -0.42
C -0.3278 3.7465 -4.0688  -0.03
C -1.0909 1.5287 -5.0063  -0.02
O -2.8133 3.1968 -0.8834  -0.16
C -3.1709 4.3823 -1.6391  -0.43
C -4.2782 4.0321 -2.6161  -0.03
C -3.6006 5.4304 -0.6298  -0.03
O -1.2431 3.1804 1.6694  -0.19
C -2.1115 2.7918 2.7813  -0.40
C -3.4852 2.4152 2.2570  -0.04
C -2.1917 3.9855 3.7154  -0.03
H 2.8403 5.9528 1.5418  0.09
H 2.4351 4.8494 0.2144  0.08
H 3.5337 4.3236 1.5012  0.09
H 0.5597 4.9342 1.8424  0.13
H 2.6311 3.9154 3.8336  0.09
H 0.8949 4.0521 4.1475  0.07
H 1.8617 5.5151 3.9013  0.09
H 0.7838 2.4786 -1.1625  0.08
H -0.0592 3.9900 -0.6943  0.08
H 0.3003 1.8087 -3.3922  0.10
H -1.2224 4.2334 -4.4590  0.09
H 0.4621 3.8291 -4.8155  0.09
H -0.0016 4.2714 -3.1686  0.07
H -1.9511 2.0408 -5.4388  0.09
H -1.3911 0.5170 -4.7318  0.09
H -0.2994 1.4723 -5.7532  0.09
H -2.2892 4.7342 -2.1839  0.12
H -5.1537 3.6858 -2.0661  0.10
H -3.9541 3.2406 -3.2897  0.08
H -4.5538 4.9097 -3.2008  0.09
H -4.5156 5.1056 -0.1334  0.09
H -3.7949 6.3728 -1.1406  0.09
H -2.8253 5.5851 0.1217  0.08
H -1.6452 1.9409 3.2837  0.14
H -3.9709 3.2927 1.8324  0.08
H -4.0891 2.0449 3.0856  0.09
H -3.4281 1.6528 1.4835  0.07
H -2.5699 4.8487 3.1660  0.09
H -1.2182 4.2357 4.1368  0.06
H -2.8803 3.7681 4.5309  0.09
C -2.5510 -3.8035 0.3085  -0.08
C -2.3905 -2.2803 0.1415  -0.51
O -3.4291 -1.6382 0.0120  -0.05
H -3.6087 -4.0635 0.3942  0.07
H -2.0104 -4.1427 1.1984  0.04
H -2.1271 -4.3000 -0.5672  0.06

Atomic forces in eV per Å
1.35 1.26 1.16
-0.07 -0.28 -0.02
0.22 0.27 0.16
-0.12 0.01 0.03
0.03 -0.04 0.01
0.00 0.05 0.01
0.04 0.09 -0.17
0.21 0.13 0.02
0.09 -0.03 0.17
0.00 0.00 0.05
-0.02 -0.03 -0.04
0.01 -0.04 -0.02
0.17 0.04 -0.09
0.08 -0.12 -0.01
-0.25 -0.10 0.17
0.08 -0.04 -0.08
-0.09 0.08 -0.03
0.08 -0.04 0.04
-0.07 0.07 0.04
0.07 -0.14 0.05
-0.09 0.03 -0.07
0.01 -0.02 0.00
-0.09 -0.04 0.02
0.01 -0.10 -0.01
0.00 0.00 -0.01
-0.02 0.01 0.00
-0.03 -0.02 0.01
-0.03 0.02 -0.02
0.00 -0.01 -0.01
-0.04 -0.03 -0.02
0.03 -0.06 -0.03
0.03 -0.01 -0.01
-0.01 0.02 -0.02
0.01 0.05 -0.05
-0.09 -0.01 0.00
0.04 0.03 0.00
0.03 -0.19 -0.24
-0.23 0.26 0.18
0.08 0.03 0.03
0.11 -0.08 -0.03
-0.20 -0.08 0.04
-0.01 0.03 -0.03
0.19 0.13 -0.10
0.03 0.20 -0.24
-0.11 -0.11 -0.13
0.26 -0.28 -0.26
0.05 0.06 -0.02
-0.28 -0.14 -0.87
0.02 -0.11 0.32
-0.11 0.00 -0.13
-0.02 0.04 0.10
0.00 0.01 0.04
0.04 0.03 0.05
0.01 0.17 -0.07
-0.03 0.06 0.09
0.01 0.03 0.01
-0.02 0.01 0.01
0.01 0.02 -0.01
-0.01 -0.01 0.00
-0.02 0.03 0.01
-0.12 -0.12 -0.02
0.15 0.30 0.11
-0.08 -0.15 -0.15
-0.10 -0.09 -0.17
0.31 0.67 0.32
0.01 -0.12 -0.20
-0.46 -0.49 0.27
-0.19 0.34 -0.48
0.26 -0.11 -0.06
-0.11 0.16 0.33
0.23 0.05 -0.34
-0.08 -0.12 0.13
-0.02 -0.04 0.17
0.07 -0.10 0.15
-0.19 0.30 -0.13
0.17 -0.11 0.10
0.11 -0.15 -0.06
0.06 -0.20 -0.15
-0.22 0.05 0.36
0.26 0.09 -0.18
0.14 -0.08 -0.10
0.00 0.01 -0.03
0.03 0.02 0.00
0.01 0.02 0.00
-0.01 -0.03 0.01
0.01 0.03 0.06
0.07 0.01 0.02
0.01 0.01 -0.03
0.00 0.00 -0.02
0.03 0.02 -0.02
-0.11 0.00 0.08
0.00 0.00 0.00
0.00 0.01 -0.01
0.02 0.04 -0.03
0.01 0.00 -0.01
0.00 -0.01 -0.04
-0.02 0.03 -0.02
0.04 -0.06 0.03
-0.01 0.00 -0.02
-0.05 0.02 -0.04
0.00 0.01 0.00
0.00 0.03 0.04
-0.02 0.02 0.02
-0.01 0.03 0.00
0.02 -0.03 -0.04
-0.04 0.04 -0.01
-0.02 0.00 -0.02
-0.04 0.01 -0.02
-0.01 0.02 0.03
-0.06 0.00 0.00
0.01 0.00 0.02
-0.23 0.28 0.04
-1.44 -1.89 0.05
0.16 0.29 0.06
0.01 -0.03 0.01
0.06 -0.04 -0.03
0.05 -0.06 0.04